# 1
22
Properties=species:S:1:pos:R:3:lowdin_charge:R:1 method="wB97M-V/def2-TZVPD" orbital_gap_ev=8.42 e_lumo_ev=-3.71 homo_ev=-12.130 charge=+1 e_tot_ev=-40399.6499 spin_multiplicity=1
Mg 0.13 2.48 -0.19 1.044
O -1.74 2.03 0.34 -0.031
O -1.84 -0.11 -0.21 0.029
C 2.31 0.69 -1.15 -0.209
C 1.37 1.72 -1.73 -0.215
O -2.08 0.52 1.98 -0.079
C -1.94 0.90 0.83 -0.664
H 2.84 0.08 -1.89 0.130
H 3.06 1.14 -0.48 0.125
H 0.82 1.28 -2.58 0.049
H 2.00 2.52 -2.15 0.041
K -0.42 0.32 3.72 1.006
O 0.88 1.06 1.20 -0.063
O 1.64 -0.36 -0.36 0.055
C -1.96 -1.42 0.07 -0.218
C -0.68 -2.19 0.18 0.056
O 0.35 -1.07 1.29 -0.004
C 1.00 -0.10 0.73 -0.675
H -2.91 -1.85 -0.28 0.159
H -0.82 -3.27 0.26 0.129
H -0.07 -2.13 -0.72 0.117
H -1.95 -2.24 1.11 0.218


# 2
30
Properties=species:S:1:pos:R:3:lowdin_charge:R:1 method="wB97M-V/def2-TZVPD" orbital_gap_ev=8.95 e_lumo_ev=0.37 homo_ev=-8.584 charge=0 e_tot_ev=-28504.1636 spin_multiplicity=1
C -0.19 1.34 0.67 -0.338
C 0.90 1.63 -0.46 -0.422
C -1.11 0.54 -0.24 -0.341
C -2.42 0.11 0.37 -0.551
C -4.82 -1.48 0.42 -0.469
C 2.32 -0.52 -0.28 -0.258
C 3.72 -0.69 0.35 -0.430
C 2.39 -1.72 -1.40 -0.044
H -0.05 3.42 -0.02 0.193
H -1.05 3.11 2.28 0.210
H 0.18 0.79 1.59 0.139
H -1.51 1.10 -0.99 0.076
H -0.71 -0.33 -0.75 0.092
H -2.98 1.10 0.36 0.068
H -2.12 -0.01 1.69 0.181
H -4.89 -0.45 1.26 0.101
H -4.54 -2.26 1.20 0.005
H -5.90 -1.60 -0.40 0.130
H 2.27 0.96 -1.99 0.297
H 1.62 -1.11 0.46 0.168
H 2.77 -2.67 -0.82 0.120
H 2.86 -1.36 -2.37 0.088
H 1.25 -1.87 -1.72 0.106
H 4.84 -1.45 1.46 0.129
N -0.83 2.73 0.83 -0.099
N 1.86 0.80 -0.80 0.095
O 0.83 2.69 -1.24 -0.062
O 4.82 -0.23 -0.13 0.026
O 3.87 -1.55 1.40 0.082
S -3.41 -1.01 -0.72 0.706